(1)
This record from the OMol25 dataset describes one molecule with the formula C3H2Cl2N2O at a distorted geometry. The level of theory is wB97M-V/def2-TZVPD.

ORCA input file:
```
! wB97M-V def2-TZVPD RIJCOSX def2/J DEFGRID3
* xyz 0 1
C -0.124 -0.337 0.648
C -0.389 0.903 -1.108
C 0.728 0.228 -1.257
H -1.189 -0.732 2.213
H 0.446 -1.438 2.239
N -0.343 -1.195 1.784
N -0.950 0.567 0.137
O 0.908 -0.611 -0.126
Cl -0.908 2.250 -1.979
Cl 1.820 0.366 -2.552
*
```

E (eV): -33215.040
LUMO (eV): 0.7
HOMO energy (eV): -8.8



(2)
This record from the OMol25 dataset describes a 5-piece molecular cluster, C18H35BN4O4S overall at a distorted geometry. The level of theory is wB97M-V/def2-TZVPD.

ORCA input file:
```
! wB97M-V def2-TZVPD RIJCOSX def2/J DEFGRID3
* xyz 0 1
C 1.320 1.009 -1.270
O 0.172 0.792 -2.133
S -1.035 -0.055 -1.330
O -1.303 0.595 0.007
O -2.350 0.175 -2.327
B -3.547 0.539 -1.586
C -3.996 2.035 -1.189
O -4.423 -0.540 -1.216
H 2.225 0.823 -1.894
H 1.317 0.370 -0.350
H 1.394 2.094 -0.961
H -3.865 2.679 -2.107
H -3.421 2.478 -0.339
H -5.105 1.995 -0.996
H -4.646 -0.487 -0.269
C 5.709 3.403 -2.523
C 5.573 3.551 -1.012
C 5.798 2.239 -0.257
C 4.756 1.248 -0.540
N 3.938 0.471 -0.767
H 4.943 2.739 -2.930
H 5.598 4.374 -3.008
H 6.690 3.001 -2.790
H 4.585 3.957 -0.776
H 6.309 4.281 -0.665
H 5.807 2.443 0.818
H 6.778 1.825 -0.507
C -4.641 -1.387 3.896
C -5.514 -0.149 4.055
C -6.846 -0.253 3.307
C -6.665 -0.289 1.854
N -6.524 -0.319 0.713
H -4.339 -1.534 2.857
H -3.733 -1.286 4.494
H -5.167 -2.284 4.231
H -4.960 0.731 3.715
H -5.724 -0.002 5.118
H -7.466 0.610 3.562
H -7.391 -1.142 3.634
C 5.526 -0.910 3.057
C 5.659 -0.528 4.525
C 5.588 0.983 4.756
C 6.730 1.690 4.168
N 7.622 2.247 3.704
H 6.358 -0.520 2.466
H 5.523 -1.996 2.948
H 4.594 -0.526 2.635
H 6.597 -0.928 4.920
H 4.850 -1.003 5.086
H 5.568 1.179 5.831
H 4.657 1.382 4.344
C -3.843 -2.473 -3.912
C -2.810 -2.896 -4.949
C -3.156 -4.217 -5.640
C -3.115 -5.356 -4.719
N -3.084 -6.250 -3.997
H -3.895 -3.187 -3.088
H -3.583 -1.505 -3.488
H -4.837 -2.390 -4.360
H -1.828 -2.967 -4.472
H -2.738 -2.114 -5.710
H -2.442 -4.394 -6.449
H -4.145 -4.150 -6.101
*
```

E (eV): -44895.649
LUMO (eV): 0.5
HOMO energy (eV): -9.6



(3)
This record from the OMol25 dataset describes one molecule with the formula C6H12O. The level of theory is wB97M-V/def2-TZVPD.

ORCA input file:
```
! wB97M-V def2-TZVPD RIJCOSX def2/J DEFGRID3
* xyz 0 1
C 2.386 0.083 -0.290
C 1.101 -0.333 0.405
O 1.413 -0.498 1.782
C 0.026 0.714 0.235
C -0.696 0.946 -1.059
C -1.456 0.426 0.130
C -2.070 -0.954 0.014
H 2.211 0.196 -1.364
H 3.169 -0.662 -0.129
H 2.732 1.043 0.109
H 0.756 -1.290 -0.020
H 0.589 -0.699 2.244
H 0.263 1.619 0.793
H -0.528 0.215 -1.850
H -0.835 1.960 -1.422
H -2.063 1.137 0.689
H -1.373 -1.674 -0.429
H -2.946 -0.913 -0.646
H -2.407 -1.352 0.977
*
```

E (eV): -8463.317
LUMO (eV): 1.0
HOMO energy (eV): -10.0